C4H5NO2 | wB97M-V/def2-TZVPD

The molar mass comes out at 99.089 g mol⁻¹. As for the HOMO energy: -8.729 eV. The energy above the lowest of the compared OMol25 structures with the same formula, charge and spin comes out at 1.0 kcal/mol. The value obtained for the HOMO-LUMO gap is 9.43 eV.

Each line ends with the natural charge from an NBO analysis.
Geometry (Å):
C (-1.55131, -0.39511, -0.73544)  -0.64
O (2.87332, -0.43841, 1.18270)  -0.60
C (0.16127, 1.31171, 0.15638)  0.04
O (1.43884, 1.27130, 0.68523)  -0.45
H (-2.19031, 0.45515, -0.99387)  0.23
C (1.82737, -0.03822, 0.74192)  0.86
H (0.68344, -1.73927, 0.53262)  0.42
H (-0.27418, 2.29149, 0.02705)  0.22
H (-2.10876, -1.03327, -0.04119)  0.22
C (-0.27323, 0.07773, -0.12286)  0.10
H (-1.37571, -0.97300, -1.65098)  0.23
N (0.78925, -0.79009, 0.21844)  -0.62

Force components x, y, z for each atom (eV/Å):
C 0.0 0.0 0.1
O -0.3 0.4 -0.1
C -0.2 -0.2 -0.2
O 0.1 -0.1 -0.1
H 0.2 -0.1 0.1
C 0.3 -0.5 0.3
H 0.0 -0.1 -0.2
H 0.0 -0.2 0.0
H 0.1 0.1 -0.1
C 0.0 0.1 0.0
H 0.1 0.1 0.2
N -0.2 0.7 0.0